The following is a quantum chemistry calculation of C16H21Cl2FN2O2 in the gas phase, from OMol25.

Properties
**SMILES**: Cc1ccc([C@@H](NC(=O)N2C[C@@H](C)O[C@@H](C)C2)C(Cl)Cl)cc1F
**HOMO-LUMO gap**: 9.54 eV
**HOMO level**: -8.845 eV

Structure (ORCA input):
```
! RIJCOSX wB97M-V def2-TZVPD def2/J DEFGRID3
* xyz 0 1
Cl 4.13 -0.61 2.36
Cl 1.72 -2.20 2.23
F 0.63 -1.68 -2.65
O -2.20 -0.49 -0.08
O 0.08 2.40 0.72
N 0.32 0.49 1.92
N -1.80 1.40 1.50
C 1.48 -0.92 -1.93
C 2.37 -0.57 2.54
C 2.02 0.14 0.15
C -0.43 1.48 1.31
C 1.73 0.45 1.60
C 3.47 0.36 -1.77
C -2.45 0.31 2.18
C -2.39 -2.19 1.58
C 2.63 -0.43 -2.54
C 2.92 -0.75 -3.98
C -2.83 -0.79 1.15
C 1.16 -0.65 -0.61
C -2.59 1.87 0.38
C -2.68 0.71 -0.66
C -1.82 0.99 -1.89
C 3.17 0.65 -0.45
H -1.82 -0.08 2.98
H 3.83 1.28 0.12
H -1.76 0.10 -2.50
H 3.91 -0.39 -4.26
H 2.14 1.44 1.83
H 0.24 -1.05 -0.22
H -0.11 -0.43 1.98
H 2.18 -0.28 -4.62
H -0.81 1.27 -1.58
H -2.10 2.74 -0.05
H -1.31 -2.24 1.69
H 2.15 -0.33 3.59
H -2.25 1.80 -2.47
H -2.70 -2.91 0.83
H 4.37 0.76 -2.21
H -3.58 2.15 0.75
H -3.73 0.56 -0.96
H 2.87 -1.83 -4.14
H -3.36 0.72 2.65
H -2.86 -2.44 2.53
H -3.92 -0.79 1.00
*
```

Löwdin charges, unit e, in atom order: 0.63, 0.64, 0.06, -0.10, 0.09, 0.10, -0.04, -0.22, -0.99, -0.22, -0.51, -0.37, -0.02, -0.09, -0.02, -0.21, -0.03, -0.36, 0.02, -0.08, -0.34, -0.02, -0.06, 0.12, 0.10, 0.08, 0.08, 0.16, 0.11, 0.07, 0.09, 0.07, 0.12, 0.05, 0.07, 0.09, 0.09, 0.11, 0.13, 0.15, 0.08, 0.13, 0.09, 0.15

The following is a quantum chemistry calculation of 6 unconnected molecules or ions with the total composition C16H21F3O16 at a distorted geometry, from OMol25.

Properties
**SMILES**: O=C1OC[C@@H](F)O1.O=C1OC[C@@H](F)O1.O=C1OC[C@@H](F)O1.O=C1OCCO1.O=C1OCCO1.CO
**HOMO-LUMO gap**: 10.69 eV
**HOMO level**: -10.416 eV

Structure (ORCA input):
```
! RIJCOSX wB97M-V def2-TZVPD def2/J DEFGRID3
* xyz 0 1
F 9.98 8.44 11.18
F 6.47 11.43 5.44
F 8.07 13.63 9.60
O 6.33 8.14 8.36
O 7.13 11.31 11.10
O 7.82 6.62 9.08
O 10.28 13.98 9.74
O 13.49 6.74 5.12
O 7.01 9.04 11.17
O 8.70 10.02 12.24
O 5.21 14.55 7.83
O 6.73 14.34 6.15
O 11.58 6.85 6.33
O 11.82 15.07 8.46
O 4.97 12.93 6.24
O 7.48 6.96 6.86
O 10.01 16.19 9.23
O 10.92 10.90 7.57
O 13.42 7.16 7.33
C 12.86 6.86 6.14
C 9.05 8.64 12.20
C 10.78 15.10 9.03
C 11.14 7.35 7.62
C 6.53 13.75 4.79
C 7.29 7.18 8.21
C 6.65 7.91 6.11
C 8.99 14.30 10.27
C 7.59 10.24 11.45
C 12.44 7.39 8.39
C 5.71 8.45 7.10
C 7.70 8.00 11.89
C 9.78 11.15 6.81
C 5.67 12.49 5.10
C 8.94 15.79 10.06
C 5.59 14.03 6.84
H 5.00 12.21 4.30
H 6.13 7.37 5.29
H 4.77 7.91 7.03
H 9.06 16.32 11.02
H 10.74 8.37 7.39
H 9.50 8.39 13.21
H 10.35 6.65 7.99
H 7.53 13.78 4.35
H 7.33 8.64 5.62
H 9.00 14.00 11.32
H 10.98 11.53 8.27
H 5.90 14.42 4.22
H 5.46 9.50 7.06
H 12.56 8.37 8.78
H 8.98 11.59 7.44
H 7.75 7.11 11.25
H 8.05 16.17 9.66
H 7.06 7.75 12.73
H 9.37 10.21 6.42
H 12.53 6.60 9.17
H 10.06 11.79 5.97
*
```

Löwdin charges, unit e, in atom order: 0.04, 0.04, 0.10, 0.05, 0.14, 0.18, 0.10, 0.14, 0.06, 0.10, 0.20, 0.05, 0.06, 0.18, 0.10, 0.05, 0.10, -0.11, 0.05, -0.61, -0.25, -0.51, -0.08, -0.01, -0.55, -0.12, -0.34, -0.49, -0.08, -0.12, -0.06, -0.17, -0.28, -0.07, -0.52, 0.16, 0.14, 0.13, 0.15, 0.12, 0.19, 0.14, 0.14, 0.13, 0.17, 0.06, 0.13, 0.13, 0.11, 0.09, 0.12, 0.12, 0.14, 0.07, 0.14, 0.08

The following is a quantum chemistry calculation of a molecular structure, C16H21N2O3PdS2, from OMol25.

Properties
**ΔE to the lowest compared entry with this formula, charge and spin**: 92.43 kJ/mol
**HOMO-LUMO gap (spin up / spin down)**: 7.17 / 7.17 eV
**HOMO level (spin up / spin down)**: -11.022 / -11.021 eV

Structure (ORCA input):
```
! RIJCOSX wB97M-V def2-TZVPD def2/J DEFGRID3
* xyz 1 1
Pd 0.27 0.08 -0.26
S 2.17 -0.32 -1.32
S -1.61 2.62 -0.18
O -0.18 -1.77 -0.65
O -0.30 2.15 -0.83
O -0.36 0.41 1.89
N -0.59 0.71 4.11
N 0.65 -2.47 -1.44
C 1.05 -4.49 -2.57
C -2.88 6.32 -2.48
C -0.87 1.00 2.85
C -2.09 5.35 -3.09
C 2.61 -2.68 -2.72
C -1.69 4.22 -2.40
C 0.36 -0.38 4.37
C -1.21 1.46 5.20
C -3.25 6.15 -1.15
C -2.08 4.07 -1.08
C 0.26 -3.73 -1.75
C 2.24 -3.95 -3.06
C -2.84 5.03 -0.44
C -2.86 1.51 -0.80
C -3.32 7.53 -3.26
C 1.78 -1.91 -1.88
H -1.59 1.82 2.71
H -3.83 1.83 -0.41
H -2.86 1.54 -1.89
H -0.87 1.04 6.14
H -4.04 7.24 -4.03
H -0.93 2.51 5.16
H 0.50 -0.46 5.44
H -2.65 0.50 -0.44
H 2.88 -4.54 -3.71
H 0.73 -5.50 -2.82
H -2.30 1.37 5.16
H -3.79 8.27 -2.62
H -3.11 4.92 0.61
H 1.31 -0.17 3.89
H -0.02 -1.32 3.97
H -3.84 6.91 -0.66
H -0.68 -4.02 -1.31
H -2.48 8.00 -3.76
H -1.06 3.47 -2.87
H -1.78 5.48 -4.12
H 3.52 -2.23 -3.09
*
```

Löwdin charges, unit e, in atom order: 0.71, 0.74, 0.95, -0.26, -0.61, -0.11, -0.16, -0.18, -0.03, -0.25, -0.31, -0.02, -0.06, -0.06, -0.01, -0.02, -0.03, -0.42, 0.00, -0.04, -0.07, -0.22, -0.04, -0.62, 0.13, 0.07, 0.07, 0.09, 0.09, 0.10, 0.09, 0.05, 0.12, 0.12, 0.09, 0.08, 0.11, 0.10, 0.10, 0.12, 0.15, 0.09, 0.12, 0.12, 0.12

The following is a quantum chemistry calculation of a molecular structure, C16H21N2O9STl, from OMol25.

Properties
**HOMO-LUMO gap**: 6.86 eV
**HOMO level**: -2.562 eV

Structure (ORCA input):
```
! RIJCOSX wB97M-V def2-TZVPD def2/J DEFGRID3
* xyz -2 1
Tl 1.15 -1.48 -2.33
S 1.84 4.10 -0.27
O 1.43 -4.01 -2.90
O 3.59 -0.69 1.58
O -0.89 -0.26 -1.13
O 1.93 3.53 -1.58
O -3.00 -0.44 -0.39
O 1.30 -3.60 1.47
O 0.49 -6.05 -3.01
O 2.14 5.49 -0.06
O 2.21 -1.46 -0.01
N -0.82 -3.08 -1.42
N 2.87 3.29 0.72
C -1.97 -0.88 -0.94
C 0.49 -4.83 -2.76
C -1.56 4.34 1.84
C -0.64 -3.47 -0.02
C -0.87 -4.25 -2.30
C 0.70 -4.15 0.32
C -3.57 2.83 2.10
C -2.25 3.18 1.47
C -2.05 -2.30 -1.53
C 2.63 1.88 1.11
C 0.22 3.78 0.35
C -0.33 4.64 1.30
C 2.87 -0.55 0.58
C -1.69 2.33 0.53
C -0.46 2.63 -0.04
C 2.78 0.87 -0.02
H -0.05 1.94 -0.77
H 3.70 1.07 -0.56
H -3.41 2.34 3.07
H 1.95 0.93 -0.73
H 0.54 -5.21 0.52
H -1.48 -4.13 0.27
H -4.12 2.14 1.47
H -4.18 3.72 2.28
H 1.37 -4.07 -0.54
H 3.37 1.64 1.86
H -2.90 -2.82 -1.07
H 0.21 5.53 1.58
H -0.71 -2.57 0.60
H -2.28 -2.17 -2.60
H 3.07 3.88 1.51
H -2.00 5.01 2.57
H 1.78 -2.80 1.16
H -1.37 -3.95 -3.23
H -2.19 1.42 0.23
H -1.48 -5.05 -1.86
H 1.64 1.77 1.57
*
```

Löwdin charges, unit e, in atom order: 0.96, 0.62, -0.22, -0.01, -0.18, -0.28, -0.05, -0.10, -0.05, -0.33, -0.20, -0.23, -0.14, -0.69, -0.73, -0.06, -0.15, -0.14, -0.24, -0.05, -0.26, -0.15, -0.22, -0.29, -0.07, -0.67, 0.00, -0.03, -0.12, 0.10, 0.13, 0.08, 0.06, 0.11, 0.12, 0.08, 0.07, 0.10, 0.11, 0.12, 0.10, 0.13, 0.12, 0.10, 0.10, 0.04, 0.12, 0.09, 0.12, 0.12

The following is a quantum chemistry calculation of a molecular structure, C16H21N3NaO3, from OMol25.

Properties
**ΔE to the lowest compared entry with this formula, charge and spin**: 11.68 kJ/mol
**HOMO-LUMO gap**: 9.63 eV
**HOMO level**: -11.976 eV

Structure (ORCA input):
```
! RIJCOSX wB97M-V def2-TZVPD def2/J DEFGRID3
* xyz 1 1
Na -0.29 0.01 0.03
O 1.60 -1.00 -0.51
O 0.84 1.60 -1.15
O 0.04 -1.25 1.85
N -2.16 1.22 0.84
N -3.49 2.86 1.48
N -5.38 8.88 3.93
C -4.68 6.58 2.97
C 0.16 -0.63 3.13
C -3.26 5.28 1.53
C 0.60 3.00 -1.28
C -2.22 2.45 1.28
C -4.94 4.19 2.90
C 2.41 -0.19 -1.37
C 2.23 1.29 -1.10
C -3.91 4.13 1.98
C -4.31 1.79 1.16
C -3.48 0.80 0.76
C 1.14 -2.11 1.54
C 2.20 -1.39 0.74
C -5.33 5.42 3.40
C -3.65 6.51 2.04
C -5.08 7.86 3.50
H 2.57 -0.51 1.27
H 0.73 -2.94 0.96
H 1.06 0.00 3.18
H -2.49 5.22 0.78
H -3.17 7.41 1.70
H -6.13 5.49 4.12
H -5.41 3.28 3.26
H 2.09 -0.43 -2.38
H -3.75 -0.19 0.42
H -0.72 -0.02 3.28
H 3.04 -2.07 0.55
H 2.77 1.85 -1.87
H 3.46 -0.47 -1.27
H -0.48 3.13 -1.33
H -1.39 3.10 1.50
H 1.06 3.37 -2.20
H 1.00 3.54 -0.42
H -5.38 1.87 1.22
H 1.57 -2.52 2.45
H 0.23 -1.39 3.91
H 2.64 1.58 -0.13
*
```

Löwdin charges, unit e, in atom order: 0.52, -0.18, -0.24, -0.24, 0.03, -0.02, 0.18, -0.22, -0.06, 0.00, -0.07, -0.15, 0.01, -0.14, -0.18, -0.18, -0.03, -0.11, -0.16, -0.16, 0.00, -0.01, -0.17, 0.13, 0.14, 0.10, 0.12, 0.13, 0.13, 0.12, 0.14, 0.11, 0.09, 0.14, 0.14, 0.14, 0.09, 0.14, 0.10, 0.10, 0.13, 0.14, 0.10, 0.14

The following is a quantum chemistry calculation of a molecular structure, C16H21N3O3Zr at a distorted geometry, from OMol25.

Properties
**HOMO-LUMO gap (spin up / spin down)**: 7.87 / 7.87 eV
**HOMO level (spin up / spin down)**: -7.805 / -7.806 eV

Structure (ORCA input):
```
! RIJCOSX wB97M-V def2-TZVPD def2/J DEFGRID3
* xyz 0 1
Zr 0.04 0.01 -1.91
O 0.70 1.76 4.07
O 1.45 2.51 -0.23
O -0.80 -1.22 0.76
N 1.35 1.31 -2.41
N 0.33 0.61 0.22
N 1.09 2.11 1.91
C 0.57 1.37 2.91
C -0.18 0.08 2.65
C 0.21 -2.35 -1.82
C -1.23 -1.41 -3.35
C -1.15 -2.06 -2.08
C 0.55 -1.08 3.38
C -1.63 0.28 3.21
C 0.10 -1.31 -3.87
C -0.23 -0.21 1.15
C 0.98 1.76 0.60
C 2.00 -1.27 2.94
C -0.96 1.62 -2.85
C 0.99 -1.89 -2.92
C 0.43 1.88 -3.34
C -2.58 -0.93 3.12
C 0.78 2.45 -4.53
H 2.33 1.44 -2.65
H -1.56 0.54 4.29
H 0.02 -2.04 3.20
H 2.60 -0.35 3.15
H 0.38 -0.81 -4.80
H 2.08 -1.94 -3.02
H 1.58 2.99 2.14
H 0.54 -0.89 4.48
H 2.06 -1.50 1.86
H 1.83 2.54 -4.83
H -1.22 2.25 -1.98
H -2.79 -1.21 2.07
H 0.61 -2.82 -0.91
H -2.13 -1.04 -3.83
H 2.46 -2.11 3.51
H -2.18 -1.80 3.68
H 0.02 2.89 -5.17
H -3.56 -0.65 3.58
H -1.74 1.63 -3.63
H -2.11 1.13 2.69
H -1.99 -2.26 -1.42
*
```

Löwdin charges, unit e, in atom order: 1.63, 0.08, 0.04, 0.03, -0.15, 0.04, 0.22, -0.42, -0.29, -0.21, -0.20, -0.20, -0.17, -0.16, -0.19, -0.45, -0.55, -0.08, -0.24, -0.20, -0.56, -0.10, 0.02, 0.10, 0.13, 0.12, 0.08, 0.12, 0.12, 0.19, 0.13, 0.08, 0.05, 0.07, 0.07, 0.12, 0.12, 0.08, 0.08, 0.05, 0.08, 0.07, 0.13, 0.12

The following is a quantum chemistry calculation of C16H21N3O4 in the gas phase at a distorted geometry, from OMol25.

Properties
**ΔE to the lowest compared entry with this formula, charge and spin**: 583.51 kJ/mol
**SMILES**: O=C(CO/N=C/c1cccc([N+](=O)[O-])c1)NC1CCCCCC1
**HOMO-LUMO gap**: 8.56 eV
**HOMO level**: -8.965 eV

Structure (ORCA input):
```
! RIJCOSX wB97M-V def2-TZVPD def2/J DEFGRID3
* xyz 0 1
O -2.77 -1.87 0.39
O -3.43 4.69 -3.42
O -0.53 -0.63 1.31
O -2.22 2.92 -3.43
N -3.01 -0.65 -0.20
N -3.13 3.59 -3.00
N 0.85 -2.03 0.17
C -4.00 0.00 0.24
C -3.57 1.82 -1.38
C 3.70 0.34 -0.27
C -1.53 -2.39 -0.02
C -0.36 -1.57 0.57
C -3.92 3.05 -1.92
C -4.33 1.29 -0.34
C 2.88 -0.91 -0.61
C -5.75 3.24 -0.41
C 2.10 -1.43 0.60
C 4.95 0.07 0.57
C 4.68 -0.67 1.88
C 4.35 -2.15 1.66
C 2.86 -2.45 1.46
C -5.42 2.01 0.14
C -5.00 3.77 -1.44
H 3.88 -0.18 2.44
H -1.50 -3.41 0.36
H -1.45 -2.39 -1.11
H 5.41 1.03 0.80
H 2.16 -0.64 -1.38
H 5.59 -0.61 2.48
H -5.24 4.73 -1.89
H 5.66 -0.50 -0.02
H 0.91 -2.82 -0.44
H -6.02 1.61 0.94
H 4.92 -2.51 0.80
H 1.80 -0.58 1.22
H 3.53 -1.69 -1.01
H 3.05 1.05 0.25
H -2.72 1.28 -1.76
H 2.37 -2.50 2.43
H -4.62 -0.36 1.06
H -6.60 3.79 -0.03
H 4.02 0.81 -1.21
H 2.77 -3.43 0.99
H 4.69 -2.73 2.52
*
```

Löwdin charges, unit e, in atom order: -0.11, 0.08, 0.08, 0.09, 0.07, -0.36, 0.08, -0.08, 0.07, -0.20, -0.12, -0.47, -0.14, -0.19, -0.14, -0.06, -0.31, -0.21, -0.20, -0.20, -0.15, -0.02, 0.00, 0.12, 0.13, 0.13, 0.11, 0.12, 0.11, 0.12, 0.11, 0.15, 0.11, 0.11, 0.14, 0.12, 0.12, 0.12, 0.12, 0.14, 0.11, 0.11, 0.11, 0.11

The following is a quantum chemistry calculation of C16H21N5O2 in the gas phase at a distorted geometry, from OMol25.

Properties
**ΔE to the lowest compared entry with this formula, charge and spin**: 253.96 kJ/mol
**SMILES**: O=C(N1CCOCC1)N1CCC(n2nnc3ccccc32)CC1
**HOMO-LUMO gap**: 9.48 eV
**HOMO level**: -8.874 eV

Structure (ORCA input):
```
! RIJCOSX wB97M-V def2-TZVPD def2/J DEFGRID3
* xyz 0 1
O 0.53 0.95 -2.50
O 0.79 5.17 -2.78
N 1.70 1.06 -0.56
N 0.08 -3.95 2.41
N 0.72 -3.01 1.85
N 0.34 2.83 -1.22
N -0.12 -2.15 1.27
C 1.13 -0.07 1.56
C 0.84 1.57 -1.50
C 1.47 1.25 0.87
C 1.79 4.67 -1.93
C -2.65 -2.08 1.10
C -2.37 -4.48 2.62
C -1.40 -2.56 1.47
C -0.01 4.12 -3.28
C 2.28 -0.23 -0.87
C -1.25 -3.75 2.22
C 1.20 3.90 -0.74
C -3.60 -3.99 2.26
C -0.66 3.34 -2.14
C 1.31 -1.38 -0.57
C -3.74 -2.81 1.51
C 0.37 -0.98 0.59
H 2.36 5.53 -1.59
H 2.55 -0.24 -1.92
H 0.60 3.44 -3.89
H 0.71 -1.60 -1.45
H -1.33 4.00 -1.57
H 2.03 -0.60 1.88
H 0.52 0.12 2.44
H 0.64 1.95 0.99
H -4.49 -4.52 2.55
H 2.37 1.69 1.33
H -4.73 -2.47 1.25
H 1.86 -2.27 -0.28
H 3.19 -0.33 -0.27
H 2.46 4.00 -2.50
H 2.01 3.50 -0.14
H -2.76 -1.17 0.52
H 0.59 4.58 -0.14
H -0.77 4.59 -3.92
H -1.22 2.50 -2.54
H -2.26 -5.39 3.20
H -0.50 -0.44 0.20
*
```

Löwdin charges, unit e, in atom order: 0.08, -0.13, -0.06, 0.07, 0.06, -0.06, -0.05, -0.11, -0.50, -0.15, -0.19, -0.02, -0.02, -0.15, -0.18, -0.14, -0.23, -0.13, -0.09, -0.12, -0.10, -0.09, -0.25, 0.13, 0.13, 0.13, 0.12, 0.13, 0.12, 0.12, 0.12, 0.10, 0.12, 0.10, 0.11, 0.13, 0.13, 0.11, 0.11, 0.13, 0.13, 0.13, 0.11, 0.15